Molecular formula: C11H31N5O2Pt
Method: DFT, ωB97M-V/def2-TZVPD

Total charge = +4
Energy above the lowest of the compared OMol25 structures with the same formula, charge and spin = 0.0 kJ/mol
Lowest unoccupied orbital energy (alpha / beta) = -16.2 / -15.9 eV
E_HOMO (alpha / beta) = -21.6 / -21.8 eV
Frontier orbital gap (alpha / beta) = 5.421 / 5.888 eV
F_max = 1.88 eV/A

Positions of all 50 atoms, in Å:
Pt (-0.043, -0.001, -0.323)
N (4.872, -3.207, 0.584)
C (4.161, -1.884, 0.713)
C (2.715, -1.932, 0.178)
N (2.082, -0.577, 0.233)
H (5.832, -3.127, 0.946)
H (4.955, -3.520, -0.390)
H (4.422, -3.958, 1.117)
H (4.750, -1.150, 0.163)
H (4.178, -1.612, 1.768)
H (2.108, -2.622, 0.763)
H (2.706, -2.267, -0.857)
H (2.582, 0.067, -0.383)
H (2.175, -0.194, 1.173)
O (-1.227, 1.406, -1.342)
C (-0.540, 2.435, -0.977)
O (0.362, 2.214, -0.135)
C (-0.820, 3.832, -1.471)
N (-2.062, 3.869, -2.355)
C (-1.754, 4.702, -3.606)
C (-0.399, 5.338, -3.327)
C (0.312, 4.395, -2.352)
H (-0.984, 4.459, -0.594)
H (-2.866, 4.257, -1.857)
H (-2.316, 2.911, -2.606)
H (-2.547, 5.430, -3.755)
H (-1.738, 4.036, -4.465)
H (-0.526, 6.325, -2.880)
H (0.171, 5.491, -4.240)
H (1.059, 4.911, -1.754)
H (0.813, 3.590, -2.894)
C (-2.152, -2.884, -2.852)
C (-1.008, -1.956, -2.378)
C (0.372, -2.598, -2.472)
C (-1.369, -1.427, -1.025)
H (-1.950, -3.172, -3.884)
H (-3.132, -2.413, -2.795)
H (-2.174, -3.805, -2.267)
H (-1.015, -1.100, -3.068)
H (0.407, -3.550, -1.935)
H (1.149, -1.934, -2.081)
H (0.617, -2.816, -3.511)
H (-1.307, -2.177, -0.221)
H (-2.345, -0.938, -1.013)
N (-1.088, -0.750, 2.609)
N (-1.214, 0.313, 1.807)
H (-1.866, -1.403, 2.631)
H (-0.608, -0.615, 3.494)
H (-0.786, 1.164, 2.179)
H (-2.168, 0.482, 1.483)